ORCA calculation (ωB97M-V/def2-TZVPD) on a cluster of 9 separate species, C10H38O14 in total.

Geometry as XYZ:
```
62
Properties=species:S:1:pos:R:3:forces:R:3:nbo_charge:R:1
O 6.256 13.304 8.537 0.278 -0.661 0.771 -0.721
C 6.471 12.579 9.772 0.500 0.427 -0.424 -0.088
C 7.255 11.276 9.625 -0.439 -0.393 0.118 -0.093
O 8.656 11.426 9.390 -0.848 0.587 0.098 -0.742
H 7.139 13.544 8.251 0.148 0.139 -0.285 0.467
H 6.985 13.243 10.489 -0.166 -0.228 -0.070 0.169
H 5.476 12.345 10.155 0.118 -0.023 -0.008 0.182
H 6.782 10.693 8.817 0.158 0.127 0.102 0.169
H 7.091 10.712 10.563 0.063 0.132 -0.171 0.151
H 8.945 10.593 9.002 0.011 -0.060 -0.205 0.491
O 12.555 6.291 12.772 -0.403 -0.475 -0.228 -0.748
C 13.023 5.564 11.651 0.209 -0.060 0.206 -0.101
C 11.995 5.356 10.546 -0.177 -0.049 0.450 -0.090
O 11.566 6.556 9.857 0.200 0.003 -0.087 -0.789
H 12.531 7.241 12.580 0.188 -0.075 0.008 0.498
H 13.975 5.968 11.283 -0.248 0.013 -0.209 0.192
H 13.221 4.552 12.023 0.133 0.062 -0.067 0.183
H 11.101 4.935 11.018 0.071 -0.152 -0.093 0.172
H 12.365 4.654 9.792 0.063 0.260 0.074 0.195
H 10.893 6.964 10.404 -0.118 0.009 0.247 0.482
O 13.083 11.635 7.825 -0.021 0.094 -0.329 -0.764
C 12.728 11.591 6.441 -0.192 0.099 -0.367 -0.090
C 13.561 12.594 5.640 -0.264 0.255 0.222 -0.088
O 14.830 12.111 5.203 -0.169 0.111 0.396 -0.722
H 12.802 10.805 8.234 0.182 -0.198 -0.106 0.504
H 12.869 10.580 6.031 0.004 0.184 0.129 0.176
H 11.664 11.875 6.300 0.363 -0.167 0.214 0.164
H 13.694 13.467 6.297 0.333 -0.223 -0.105 0.182
H 12.964 12.979 4.806 0.074 -0.291 -0.096 0.167
H 14.830 11.950 4.256 -0.192 0.026 0.103 0.473
O 12.421 6.165 7.157 0.124 -0.025 -0.025 -0.754
C 11.659 5.564 6.137 -0.605 0.016 0.414 -0.087
C 10.494 6.473 5.769 0.016 -0.238 -0.330 -0.091
O 9.574 6.714 6.848 0.423 -0.214 -0.180 -0.756
H 11.863 6.320 7.936 -0.021 -0.030 0.007 0.505
H 12.295 5.399 5.270 0.084 0.213 -0.049 0.199
H 11.311 4.565 6.450 -0.109 0.161 -0.013 0.161
H 9.968 6.059 4.907 -0.111 0.032 -0.022 0.176
H 10.891 7.449 5.495 -0.042 0.046 0.049 0.198
H 9.059 5.923 7.030 -0.014 -0.117 -0.078 0.484
O 14.754 6.033 8.524 -0.075 0.679 -0.111 -0.752
C 15.730 6.969 8.082 0.622 0.192 -0.115 -0.075
C 15.336 8.457 8.022 -0.643 -0.102 -0.056 -0.083
O 16.480 9.220 7.618 -0.241 -0.629 0.167 -0.729
H 14.022 6.014 7.882 0.195 0.026 0.136 0.492
H 16.564 6.885 8.781 0.029 -0.047 -0.122 0.177
H 16.095 6.702 7.078 0.038 -0.030 0.182 0.156
H 14.955 8.802 8.992 0.122 -0.126 0.018 0.161
H 14.507 8.582 7.301 0.218 0.020 0.109 0.151
H 16.328 10.143 7.839 -0.120 0.020 -0.077 0.480
O 11.493 12.773 10.030 0.040 -0.140 0.063 -0.961
H 12.035 12.598 9.249 0.128 -0.019 -0.178 0.486
H 11.694 13.679 10.268 0.010 0.127 0.075 0.464
O 12.611 8.786 11.909 -0.107 0.270 -0.316 -0.968
H 12.577 9.741 12.007 -0.005 0.133 0.153 0.498
H 12.569 8.647 10.955 0.178 0.136 -0.154 0.491
O 9.184 8.812 8.514 -0.099 0.119 0.181 -0.983
H 9.149 8.308 9.329 -0.199 -0.079 0.106 0.464
H 9.275 8.145 7.810 0.097 0.003 -0.055 0.514
O 12.002 9.194 8.863 0.507 0.427 0.236 -0.987
H 11.211 9.680 9.114 -0.333 -0.162 -0.086 0.494
H 11.838 8.264 9.060 0.036 -0.130 -0.220 0.496
```
Forces are in eV/Å.

Output
Largest force on an atom (eV/A): 1.05
Relative energy (zero: lowest compared OMol25 entry of this formula, charge and spin) (kJ/mol): 16.3
Structure (SMILES): OCCO.OCCO.OCCO.OCCO.OCCO.O.O.O.O

***

ORCA calculation (ωB97M-V/def2-TZVPD) on an isolated molecule of C10H8.

Geometry as XYZ:
```
18
Properties=species:S:1:pos:R:3:forces:R:3:nbo_charge:R:1
C -0.670 -2.964 -0.741 1.290 2.242 1.244 -0.207
C -0.158 -1.986 -0.267 -1.521 -1.009 -0.216 0.001
C 0.310 -0.792 0.285 3.185 0.030 0.136 -0.114
C 1.718 -0.823 0.713 -2.056 0.018 -0.351 -0.166
C 2.280 0.378 1.026 -1.270 0.466 -0.397 -0.211
C 1.649 1.633 0.854 -1.250 -3.341 0.789 -0.203
C 0.278 1.579 0.563 1.498 3.216 -0.526 -0.176
C -0.368 0.419 0.216 -1.064 -0.365 -1.022 -0.057
C -1.790 0.669 -0.265 0.573 -1.483 -1.552 -0.194
C -2.381 0.326 -1.448 2.798 0.076 -0.246 -0.368
H -0.954 -3.722 -1.332 -1.003 -2.357 -1.454 0.216
H 2.345 -1.741 0.818 -1.135 0.672 -0.180 0.229
H 3.169 0.319 1.547 2.192 0.280 0.514 0.202
H 2.272 2.383 1.231 0.054 1.926 0.012 0.220
H -0.263 2.554 0.382 0.499 -1.177 0.515 0.215
H -2.243 1.260 0.500 -1.149 0.139 0.125 0.207
H -3.388 0.567 -1.684 -0.754 0.366 0.189 0.199
H -1.807 -0.058 -2.399 -0.890 0.301 2.420 0.208
```
Forces are in eV/Å.

Output
Largest force on an atom (eV/A): 3.65
Relative energy (zero: lowest compared OMol25 entry of this formula, charge and spin) (kJ/mol): 181.6
Structure (SMILES): C#Cc1ccccc1C=C

***

ORCA calculation (ωB97M-V/def2-TZVPD) on an isolated molecule of C27H23N3O3.

Geometry as XYZ:
```
56
Properties=species:S:1:pos:R:3:forces:R:3:nbo_charge:R:1
C 2.100 3.607 -3.018 -0.024 0.087 -0.246 -0.250
O 2.291 3.193 -1.687 0.028 -0.138 0.342 -0.496
C 1.349 2.406 -1.106 -0.208 -0.156 0.178 0.327
C 0.183 1.976 -1.729 0.265 0.225 -0.267 -0.320
C -0.709 1.150 -1.066 0.012 -0.048 0.303 -0.123
C -0.475 0.769 0.244 -0.160 0.071 -0.034 -0.121
C -1.337 -0.242 0.988 0.406 0.173 0.123 0.127
N -0.582 -1.472 1.170 -0.076 -0.136 0.463 -0.608
C -0.364 -2.201 0.020 -0.176 -0.176 -0.272 0.288
C 0.759 -3.005 -0.153 0.066 0.001 0.028 -0.285
C 0.906 -3.747 -1.308 -0.006 0.077 0.095 -0.164
C -0.060 -3.704 -2.305 -0.068 -0.052 -0.162 -0.263
C -1.184 -2.921 -2.134 0.034 0.042 0.057 -0.122
C -1.347 -2.166 -0.977 0.282 -0.096 0.018 -0.247
C -2.592 -1.399 -0.772 -0.052 -0.046 -0.043 0.681
O -3.564 -1.519 -1.493 -0.010 -0.033 -0.120 -0.608
N -2.580 -0.554 0.316 0.020 -0.063 0.142 -0.487
C -3.726 0.187 0.674 -0.387 0.229 0.038 0.239
C -4.975 -0.427 0.696 -0.004 -0.031 0.008 -0.223
C -6.095 0.297 1.059 0.024 -0.037 0.017 -0.200
C -5.985 1.630 1.416 -0.027 0.127 0.015 -0.226
C -4.743 2.241 1.401 -0.109 0.062 0.071 -0.191
C -3.617 1.529 1.028 0.108 -0.155 -0.065 -0.278
C 0.671 1.232 0.880 -0.268 0.175 -0.251 -0.164
C 1.592 2.023 0.224 0.250 0.086 -0.027 -0.102
C 2.896 2.382 0.887 -0.353 0.284 0.127 -0.090
O 3.940 1.516 0.444 0.322 -0.035 -0.177 -0.479
C 3.955 0.261 0.912 0.044 -0.536 0.215 0.516
C 4.920 -0.608 0.380 -0.099 0.122 -0.001 -0.280
C 4.969 -1.899 0.855 -0.088 0.168 0.011 -0.153
C 4.071 -2.293 1.844 -0.061 -0.040 0.064 -0.302
C 3.167 -1.359 2.303 0.128 -0.352 0.069 0.042
N 3.100 -0.112 1.852 0.156 0.599 -0.206 -0.512
H 1.195 4.215 -3.124 0.030 -0.043 0.006 0.178
H 2.048 2.754 -3.702 -0.016 0.026 0.040 0.180
H 2.971 4.212 -3.264 -0.085 -0.035 -0.033 0.202
H -0.035 2.260 -2.746 0.017 0.052 -0.106 0.221
H -1.593 0.812 -1.586 -0.104 -0.005 -0.050 0.217
H -1.582 0.141 1.988 0.022 -0.086 -0.273 0.221
H 0.230 -1.364 1.762 -0.039 0.042 -0.103 0.388
H 1.516 -3.030 0.618 0.079 -0.008 0.056 0.211
H 1.785 -4.360 -1.437 0.075 -0.047 0.000 0.212
H 0.066 -4.284 -3.206 0.000 -0.044 -0.076 0.214
H -1.961 -2.878 -2.882 -0.075 -0.002 -0.045 0.235
H -5.063 -1.465 0.420 0.001 -0.057 -0.022 0.234
H -7.060 -0.188 1.070 -0.072 -0.052 0.000 0.214
H -6.861 2.191 1.703 -0.071 0.046 0.020 0.212
H -4.647 3.282 1.673 0.009 0.074 0.022 0.211
H -2.657 2.023 0.998 0.076 0.036 -0.011 0.222
H 0.869 0.953 1.904 0.069 -0.018 0.088 0.223
H 3.223 3.379 0.585 -0.015 -0.155 0.125 0.215
H 2.801 2.316 1.975 0.014 0.091 -0.160 0.203
H 5.591 -0.245 -0.380 0.080 0.026 -0.095 0.229
H 5.696 -2.597 0.466 0.062 -0.025 -0.040 0.220
H 4.081 -3.296 2.241 -0.022 -0.077 0.060 0.223
H 2.451 -1.602 3.079 -0.008 -0.139 0.083 0.188
```
Forces are in eV/Å.

Output
Largest force on an atom (eV/A): 0.65
Relative energy (zero: lowest compared OMol25 entry of this formula, charge and spin) (kJ/mol): 0.0
Structure (SMILES): COc1ccc([C@@H]2Nc3ccccc3C(=O)N2c2ccccc2)cc1COc1ccccn1

***

ORCA calculation (ωB97M-V/def2-TZVPD) on a structure of composition C42H53Cl5N8O3Y.

Geometry as XYZ:
```
112
Properties=species:S:1:pos:R:3:forces:R:3:lowdin_charge:R:1
Y -0.285 -0.436 1.989 0.353 0.681 -0.896 1.431
C -1.164 -2.230 4.723 -0.265 -0.955 1.284 -0.090
N -1.705 -1.757 3.464 -0.366 1.509 -0.168 -0.365
C -1.845 -2.814 2.479 -1.114 -0.594 1.026 -0.099
C -3.058 -1.199 3.746 0.586 0.601 -0.744 -0.180
C -3.643 -0.451 2.585 0.783 0.574 -0.336 -0.291
C -5.027 -0.353 2.511 0.491 0.476 -0.923 -0.050
C -5.581 0.626 1.671 1.026 -0.267 -0.332 -0.079
C -4.745 1.435 0.873 -0.108 -0.367 0.329 -0.080
C -3.372 1.139 0.861 -0.076 0.505 -0.791 -0.186
C -2.754 0.227 1.689 0.011 -1.011 1.312 -0.233
H -2.036 -2.521 5.367 0.839 0.104 -0.227 0.110
H -0.561 -1.478 5.273 -0.457 -0.275 -0.473 0.096
H -0.563 -3.142 4.578 -0.111 0.463 0.035 0.090
H -2.292 -3.632 3.040 -0.248 -0.639 -0.431 0.112
H -0.889 -3.117 2.144 0.876 -0.488 -0.564 0.047
H -2.497 -2.508 1.665 0.128 0.021 0.044 0.071
H -2.921 -0.471 4.555 -0.207 -0.363 0.133 0.118
H -3.729 -2.005 4.018 -0.131 -0.336 0.555 0.123
H -5.638 -1.093 3.018 -0.198 0.345 0.249 0.109
H -6.641 0.627 1.602 -0.794 0.523 -0.133 0.085
H -5.110 2.270 0.247 -0.071 -0.735 0.374 0.101
H -2.722 1.597 0.104 -0.514 0.364 0.193 0.062
Cl 3.737 -0.269 2.895 0.034 -0.112 0.326 0.713
C 2.667 0.799 3.780 -0.245 1.154 -0.560 -0.668
C 1.278 0.732 3.639 0.017 0.523 -0.352 -0.270
C 0.600 1.794 4.249 0.693 -0.646 0.007 -0.687
Cl -1.133 1.783 3.922 0.039 0.166 0.279 0.725
C 1.195 2.787 5.035 -0.978 0.239 0.029 -0.700
Cl 0.208 3.895 5.935 0.044 -0.108 -0.262 0.680
C 2.576 2.850 5.138 -0.472 -0.880 -0.535 -0.725
Cl 3.309 3.975 6.196 0.130 0.010 -0.180 0.709
C 3.298 1.872 4.425 -0.442 -0.206 1.301 -0.732
Cl 4.953 1.823 4.740 1.379 0.062 -0.184 0.710
C -1.324 2.804 -6.432 0.583 -1.528 -0.826 -0.069
C -1.958 1.765 -5.490 0.179 2.050 0.408 -0.158
N -1.808 2.201 -4.063 -4.258 0.431 0.164 -0.023
C -3.082 2.710 -3.445 0.066 -0.391 1.460 -0.194
C -3.718 3.873 -4.165 1.383 0.627 -0.165 -0.070
C -0.687 2.194 -3.364 -1.090 -0.184 1.089 -0.490
O 0.301 1.759 -3.868 3.265 -0.940 -0.763 0.086
C -0.652 2.595 -1.885 0.358 -0.046 0.952 -0.109
C -0.574 3.920 -1.457 0.654 -1.520 0.766 0.021
C -0.312 4.134 -0.071 -0.345 -0.100 -1.156 -0.020
C -0.148 3.075 0.805 -0.363 -0.901 -2.372 -0.108
N -0.160 1.776 0.367 -0.846 0.332 0.293 0.018
C -0.456 1.561 -0.913 -0.009 0.275 -1.701 -0.090
H -1.713 3.770 -6.230 -0.362 0.867 -0.148 0.038
H -1.545 2.484 -7.490 0.269 0.551 0.973 0.100
H -0.227 2.837 -6.289 -0.567 -0.098 -0.107 0.082
H -1.475 0.837 -5.702 0.058 -0.907 0.340 0.100
H -3.050 1.752 -5.672 0.658 -0.413 0.110 0.124
H -2.892 2.885 -2.364 0.117 0.237 -0.832 0.107
H -3.956 2.045 -3.390 1.009 -1.197 -0.196 0.117
H -2.969 4.273 -4.848 -0.443 0.259 -0.172 0.063
H -4.012 4.684 -3.515 -0.236 0.069 0.251 0.081
H -4.557 3.470 -4.684 -0.681 0.344 -0.723 0.069
H -0.628 4.658 -2.243 -0.118 0.617 0.422 0.127
H -0.250 5.132 0.311 -0.022 0.379 0.158 0.106
H -0.067 3.255 1.837 0.400 -0.008 1.148 0.070
H -0.547 0.533 -1.359 0.411 0.840 1.105 0.126
C 4.411 -5.269 3.581 0.191 1.996 1.480 -0.021
C 3.339 -4.173 3.379 0.955 -0.724 0.312 -0.214
C 2.820 -3.309 4.344 0.105 0.084 0.815 -0.008
C 1.850 -2.399 3.955 0.470 -0.976 -0.353 -0.213
N 1.313 -2.347 2.728 -0.057 0.833 0.636 -0.031
C 1.850 -3.119 1.801 0.450 -0.643 -0.406 -0.147
C 2.856 -4.040 2.082 -0.190 0.426 0.091 -0.009
H 3.957 -6.203 3.591 -0.947 -1.786 -0.365 0.060
H 5.017 -5.278 4.499 -0.665 0.669 0.143 0.090
H 5.172 -5.227 2.844 0.362 0.032 -1.205 0.068
H 3.133 -3.262 5.421 -0.057 -0.298 -1.331 0.143
H 1.554 -1.671 4.662 -0.587 0.589 0.496 0.078
H 1.470 -2.941 0.802 0.026 -0.362 -0.038 0.080
H 3.315 -4.649 1.322 -0.175 -0.023 -0.345 0.116
C 1.615 -2.054 -2.078 1.582 0.133 -3.088 -0.041
N 0.196 -1.797 -2.255 0.501 0.227 -0.706 -0.068
C -0.316 -1.828 -3.680 -1.239 -0.501 2.697 -0.103
C -0.960 -3.206 -3.895 0.691 1.439 -0.081 -0.137
C -2.022 -3.189 -2.829 -3.340 -1.821 0.537 -0.132
N -1.929 -2.218 -1.692 -0.291 -0.260 -1.551 -0.079
C -3.055 -1.837 -0.854 -0.124 -0.440 -0.162 -0.013
C -0.722 -1.894 -1.254 1.480 -0.768 -0.288 -0.520
O -0.473 -1.773 -0.032 0.473 0.782 0.414 -0.111
H 1.822 -3.107 -2.437 -0.001 0.812 0.921 0.102
H 1.962 -1.804 -1.089 -0.075 -0.357 0.102 0.020
H 2.300 -1.424 -2.883 -1.962 -1.070 2.079 0.140
H 0.481 -1.592 -4.301 1.276 0.650 -1.196 0.098
H -1.099 -1.072 -3.603 0.096 0.200 -0.982 0.120
H -0.202 -3.938 -3.675 0.314 -0.469 0.082 0.100
H -1.314 -3.417 -4.934 -0.039 0.407 0.944 0.137
H -2.130 -4.274 -2.453 0.016 1.651 0.000 0.149
H -3.023 -2.956 -3.280 0.819 -0.227 0.201 0.134
H -3.437 -2.766 -0.399 -0.176 0.634 0.339 0.105
H -3.862 -1.342 -1.411 0.254 -0.317 -0.175 0.104
H -2.663 -1.079 -0.148 -0.579 -0.867 -0.116 0.052
N 1.888 -0.282 0.480 1.008 1.679 -0.912 0.113
C 2.685 0.394 -0.057 0.935 -0.289 0.288 -0.219
N 3.689 1.104 -0.617 -2.360 -0.020 1.242 -0.074
C 3.563 2.571 -0.786 -1.612 0.032 1.941 -0.114
C 3.759 2.898 -2.214 1.422 0.762 0.152 -0.167
O 5.058 2.391 -2.596 -0.703 0.570 -0.413 -0.108
C 5.108 0.992 -2.485 1.233 -0.211 -0.992 -0.213
C 4.975 0.574 -1.062 -1.575 -2.211 0.251 -0.118
H 4.314 3.073 -0.157 0.067 -0.279 -0.252 0.140
H 2.570 2.945 -0.362 1.057 -0.728 -0.761 0.142
H 3.782 3.987 -2.282 0.178 -0.091 -0.412 0.138
H 2.980 2.509 -2.832 -0.597 -0.445 -0.604 0.112
H 6.095 0.659 -2.900 -0.839 0.337 0.281 0.149
H 4.296 0.507 -3.062 0.269 0.218 0.074 0.128
H 5.711 0.941 -0.368 0.694 -0.047 -0.006 0.131
H 4.860 -0.550 -1.062 0.563 1.084 0.359 0.153
```
Forces are in eV/Å.

Output
Largest force on an atom (eV/A): 4.28
Relative energy (zero: lowest compared OMol25 entry of this formula, charge and spin) (kJ/mol): 326.6
Net charge: +1

***

For reference, HOMO-LUMO gap by record: 9.60 9.11 8.80 8.17 eV.
For reference, E_HOMO by record: -0.360 -0.318 -0.299 -0.376 Ha.
For reference, lowest unoccupied orbital energy by record: -0.2 0.5 0.7 -2.1 eV.